This record from OMol25 describes a structure of composition CH2NO3S in a non-equilibrium geometry. The level of theory is ωB97M-V/def2-TZVPD.

Geometry as XYZ:
```
8
Properties=species:S:1:pos:R:3
C -1.9641 0.8932 0.5651
N -0.1096 0.4325 0.3149
O -2.5172 0.0053 1.1385
O -2.2429 1.9825 0.1695
O 0.0814 -0.8156 1.0044
S 0.0788 0.3137 -1.3831
H -0.7964 -1.3192 1.2260
H 1.1147 -0.5465 -1.3595
```

For the largest force on an atom, the calculation gives 0.0538 hartree/bohr. The calculation puts the LUMO energy at 0.1333 Eh. Its total charge is -1. As for the energy above the lowest of the compared OMol25 structures with the same formula, charge and spin: 237.1 kJ/mol. Its calculated total energy is -19536.44469 eV. The frontier orbital gap is 6.99 eV.